Entry from the Open Molecules 2025 dataset: one molecule with the formula C4H7NO in a non-equilibrium geometry (ωB97M-V with the def2-TZVPD basis set).

Atoms and positions in Å:
O1 -0.24271 -0.34063 -1.03496
N1 0.25772 2.53520 0.75960
C1 -0.22954 1.86314 -0.04939
C2 0.35774 -1.16791 1.11547
C3 -0.61900 0.99618 -1.18384
C4 0.88173 -0.60091 -0.19481
H1 -0.10215 -0.40117 1.75023
H2 1.51298 -1.32013 -0.72532
H3 -0.41659 -1.89647 0.85884
H4 -0.12965 1.45485 -2.05334
H5 -1.70060 1.01278 -1.35252
H6 1.47524 0.31090 -0.05789
H7 1.13886 -1.67026 1.69267

Values from the calculation:
Spin multiplicity = 1
LUMO energy = 0.853 eV
SMILES = CCOCC#N
Net charge = 0
ΔE to the lowest compared entry with this formula, charge and spin = 169.2 kJ/mol
Electronic energy = -7797.8909 eV
M = 85.106 g mol⁻¹